Entry 1:
# C6H17O4P3

A cluster of 2 separate species, C6H17O4P3 in total (the ωB97M-V functional and the def2-TZVPD basis, the Open Molecules 2025 dataset).

CARTESIAN COORDINATES (ANGSTROEM)
C1 0.361 -0.570 0.266
C2 1.899 -0.824 -2.027
C3 2.082 -2.766 -0.105
C4 -0.791 1.602 2.689
C5 -2.307 2.845 0.639
C6 -0.630 0.345 -0.398
O1 2.434 -1.574 -3.065
O2 2.830 -3.762 -0.886
O3 0.240 2.400 2.145
O4 -3.394 3.516 1.263
P1 -1.537 -0.678 -1.650
P2 0.737 -1.886 -1.034
P3 -2.127 1.174 1.433
H1 -0.016 -1.145 1.050
H2 1.249 -0.251 0.679
H3 2.683 -0.598 -1.414
H4 1.285 -0.058 -2.442
H5 1.666 -3.440 0.668
H6 2.958 -2.055 0.142
H7 -1.268 1.961 3.526
H8 -0.420 0.611 3.184
H9 -2.649 2.789 -0.395
H10 -1.499 3.679 0.922
H11 -0.152 1.194 -0.749
H12 1.750 -2.284 -3.167
H13 3.339 -3.471 -1.624
H14 0.251 2.160 1.184
H15 -4.288 3.088 1.360
H16 -1.876 -1.806 -0.781
H17 -2.811 -0.196 -1.415

Results
E_HOMO: -8.3269 eV
Orbital gap: 0.3011 Eh

=====

Entry 2:
# C9H20OSi

A cluster of 2 separate species, C9H20OSi in total (the ωB97M-V functional and the def2-TZVPD basis, the Open Molecules 2025 dataset).

CARTESIAN COORDINATES (ANGSTROEM)
C1 -0.775 -2.527 0.375
C2 0.010 -1.353 0.783
C3 0.294 -0.227 0.009
C4 0.334 -0.301 -1.574
C5 0.650 -1.645 -2.160
C6 -0.934 0.334 -2.299
C7 1.105 0.981 0.599
C8 0.678 1.342 2.104
C9 2.580 0.682 0.474
H1 -1.295 -3.007 1.198
H2 -0.015 -3.186 -0.129
H3 -1.472 -2.312 -0.499
H4 0.262 -1.178 1.797
H5 1.242 0.204 -1.804
H6 1.352 -2.350 -1.575
H7 1.026 -1.623 -3.148
H8 -0.178 -2.347 -2.245
H9 -1.774 -0.275 -2.319
H10 -1.138 1.252 -1.906
H11 -0.557 0.362 -3.336
H12 0.930 1.795 -0.077
H13 0.830 2.285 2.469
H14 -0.364 1.170 2.278
H15 1.143 0.655 2.880
H16 2.712 0.225 -0.514
H17 3.004 0.041 1.309
H18 3.063 1.681 0.615
O1 -2.558 1.679 0.460
Si1 -3.152 2.264 1.720
H19 -2.613 3.544 2.117
H20 -4.390 1.833 2.398

Results
E_HOMO: -8.0699 eV
Orbital gap: 0.2765 Eh
ΔE to the lowest compared entry with this formula, charge and spin: 3.5037 eV

=====

Entry 3:
# C3H5N3O

A structure of composition C3H5N3O (the ωB97M-V functional and the def2-TZVPD basis, the Open Molecules 2025 dataset).

CARTESIAN COORDINATES (ANGSTROEM)
N1 1.771 0.208 -0.595
C1 -0.446 0.704 0.071
C2 -0.265 -0.652 0.150
N2 -1.104 -1.701 0.065
C3 0.983 1.039 0.138
O1 -1.441 1.457 -0.542
N3 1.102 -0.841 0.444
H1 -2.012 1.826 0.141
H2 2.747 0.276 -0.295
H3 -0.705 -2.623 -0.004
H4 -2.037 -1.557 -0.287
H5 1.409 1.865 0.713

Results
E_HOMO (alpha / beta): -7.2138 / -7.2130 eV
Orbital gap (alpha / beta): 0.2843 / 0.2842 Eh
ΔE to the lowest compared entry with this formula, charge and spin: 5.8272 eV

=====

Entry 4:
# C15H24CoN6O6

A structure of composition C15H24CoN6O6 (the ωB97M-V functional and the def2-TZVPD basis, the Open Molecules 2025 dataset).

CARTESIAN COORDINATES (ANGSTROEM)
O1 -0.093 -1.307 -3.742
H1 -0.404 -1.817 -4.485
Co1 -0.536 0.033 -0.719
N1 0.981 -0.830 -1.264
N2 -1.173 -1.619 -0.247
N3 0.327 1.674 -0.707
N4 -1.590 0.879 0.552
O2 2.162 -0.397 -1.542
O3 1.472 1.966 -1.309
O4 -2.525 0.324 1.309
O5 -2.210 -1.966 0.461
C1 -0.451 -2.605 -0.834
C2 0.741 -2.159 -1.431
C3 -0.260 2.663 0.011
C4 -1.359 2.195 0.774
C5 1.747 -2.976 -2.136
H2 1.838 -2.611 -3.161
H3 1.432 -4.017 -2.170
H4 2.715 -2.906 -1.630
C6 -0.986 -3.980 -0.823
H5 -1.969 -4.017 -1.303
H6 -1.077 -4.346 0.204
H7 -0.316 -4.642 -1.369
C7 0.332 4.019 0.089
C8 -2.183 3.002 1.704
H8 1.012 4.177 -0.746
H9 0.894 4.163 1.021
H10 -0.448 4.783 0.059
H11 -2.776 2.358 2.356
H12 -2.867 3.645 1.135
H13 -1.549 3.656 2.315
H14 1.900 0.986 -1.536
H15 -2.503 -0.746 0.985
C9 -1.555 0.129 -2.299
H16 -1.046 -0.440 -3.186
H17 -1.749 1.215 -2.437
H18 -2.517 -0.352 -2.053
O6 1.587 0.553 -4.449
H19 1.069 -0.308 -4.295
H20 0.974 1.219 -4.087
N5 3.999 1.881 4.168
C10 3.038 1.285 3.874
C11 1.854 0.556 3.525
C12 1.007 0.011 4.504
C13 -0.098 -0.721 4.098
C14 -0.304 -0.908 2.725
N6 0.468 -0.335 1.811
C15 1.532 0.372 2.180
H21 1.213 0.188 5.561
H22 -0.813 -1.167 4.771
H23 -1.105 -1.549 2.374
H24 2.169 0.790 1.394

Results
Multiplicity: 4
E_HOMO (alpha / beta): -7.0406 / -8.3448 eV
Orbital gap (alpha / beta): 0.2319 / 0.2245 Eh
ΔE to the lowest compared entry with this formula, charge and spin: 1.5064 eV

=====

Entry 5:
# C24H72O12S12

A cluster of 12 separate species, C24H72O12S12 in total (the ωB97M-V functional and the def2-TZVPD basis, the Open Molecules 2025 dataset).

CARTESIAN COORDINATES (ANGSTROEM)
C1 -5.079 -1.532 -0.030
S1 -6.289 -0.768 -1.178
O1 -7.036 0.197 -0.289
C2 -5.186 0.296 -2.331
H1 -4.352 -0.836 0.390
H2 -4.527 -2.261 -0.623
H3 -5.680 -2.019 0.737
H4 -5.571 0.731 -3.254
H5 -4.403 -0.401 -2.630
H6 -4.759 1.081 -1.707
C3 0.741 -0.300 -1.128
S2 0.376 -0.710 0.626
O2 1.236 0.241 1.489
C4 -1.350 -0.047 0.923
H7 0.939 0.760 -1.287
H8 -0.054 -0.548 -1.831
H9 1.514 -0.944 -1.549
H10 -2.006 -0.491 0.174
H11 -1.298 1.038 1.011
H12 -1.662 -0.486 1.871
C5 6.901 -0.463 0.795
S3 5.946 1.133 0.612
O3 6.106 1.964 1.881
C6 4.153 0.508 0.536
H13 6.719 -1.123 -0.053
H14 6.638 -1.032 1.687
H15 7.953 -0.203 0.910
H16 3.551 1.417 0.533
H17 3.794 -0.037 1.409
H18 3.948 -0.025 -0.392
C7 -3.810 -3.966 -3.542
S4 -2.537 -2.589 -3.497
O4 -2.576 -1.994 -2.111
C8 -1.056 -3.691 -3.418
H19 -3.615 -4.708 -2.768
H20 -3.812 -4.391 -4.546
H21 -4.749 -3.487 -3.265
H22 -0.933 -4.486 -4.154
H23 -1.018 -4.102 -2.409
H24 -0.225 -2.985 -3.407
C9 -1.645 0.859 -4.331
S5 -1.297 0.464 -6.104
O5 -1.947 -0.885 -6.339
C10 -2.553 1.618 -6.969
H25 -2.696 0.858 -4.043
H26 -1.287 1.888 -4.289
H27 -1.121 0.157 -3.683
H28 -3.433 1.951 -6.419
H29 -2.878 1.206 -7.924
H30 -2.099 2.562 -7.272
C11 -4.202 2.877 0.412
S6 -5.976 3.240 0.527
O6 -6.348 3.853 1.917
C12 -5.963 4.738 -0.622
H31 -3.741 2.764 -0.569
H32 -3.995 2.077 1.122
H33 -3.726 3.782 0.791
H34 -6.940 5.207 -0.509
H35 -5.610 4.406 -1.598
H36 -5.219 5.515 -0.446
C13 2.621 2.811 2.702
S7 2.475 4.319 3.799
O7 1.511 5.227 3.108
C14 1.470 3.370 5.019
H37 1.650 2.422 2.396
H38 3.127 2.054 3.302
H39 3.193 3.186 1.854
H40 2.154 3.014 5.790
H41 0.998 2.509 4.547
H42 0.765 4.074 5.462
C15 -0.221 -4.325 1.174
S8 -1.015 -4.802 2.713
O8 -1.808 -6.004 2.173
C16 -2.185 -3.402 2.835
H43 -0.832 -3.793 0.444
H44 0.224 -5.171 0.650
H45 0.642 -3.743 1.495
H46 -1.629 -2.471 2.949
H47 -2.775 -3.516 3.744
H48 -2.892 -3.284 2.015
C17 2.874 -4.213 -0.878
S9 4.050 -3.518 -2.041
O9 3.703 -2.037 -2.223
C18 5.602 -3.708 -1.032
H49 3.107 -3.885 0.136
H50 2.943 -5.300 -0.846
H51 1.923 -3.799 -1.212
H52 5.421 -3.168 -0.102
H53 6.413 -3.222 -1.574
H54 5.778 -4.717 -0.660
C19 -1.510 3.753 3.051
S10 -2.787 3.238 4.287
O10 -2.082 2.094 4.939
C20 -2.683 4.610 5.572
H55 -0.890 2.912 2.741
H56 -0.758 4.349 3.570
H57 -1.902 4.339 2.220
H58 -2.626 5.597 5.114
H59 -1.840 4.422 6.237
H60 -3.467 4.545 6.326
C21 3.681 0.349 -5.144
S11 2.840 1.803 -4.405
O11 1.504 1.182 -3.925
C22 3.958 2.031 -2.939
H61 3.866 -0.423 -4.396
H62 4.626 0.734 -5.526
H63 3.109 0.010 -6.008
H64 4.896 2.356 -3.390
H65 4.134 1.092 -2.413
H66 3.549 2.812 -2.298
C23 2.797 -0.301 4.723
S12 4.188 -1.244 4.028
O12 4.700 -2.013 5.253
C24 3.009 -2.501 3.209
H67 2.164 0.060 3.912
H68 3.233 0.648 5.036
H69 2.229 -0.880 5.451
H70 2.690 -3.107 4.057
H71 3.644 -3.091 2.548
H72 2.179 -2.155 2.593

Results
Multiplicity: 2
E_HOMO (alpha / beta): -0.0112 / -7.0168 eV
Charge: -1
Orbital gap (alpha / beta): 0.0563 / 0.3135 Eh

=====

Entry 6:
# C26H35BrCl2N2O4SeSiY

A structure of composition C26H35BrCl2N2O4SeSiY (the ωB97M-V functional and the def2-TZVPD basis, the Open Molecules 2025 dataset).

CARTESIAN COORDINATES (ANGSTROEM)
Y1 -0.031 -0.063 0.251
C1 -2.542 -0.609 2.585
O1 -1.544 0.301 2.121
C2 -1.909 1.676 2.185
C3 -2.550 2.072 0.877
O2 -1.590 1.793 -0.149
C4 -2.134 1.869 -1.467
C5 -0.968 1.752 -2.412
O3 -0.214 0.575 -2.105
C6 -0.470 -0.527 -2.992
H1 -2.778 -0.386 3.625
H2 -2.124 -1.610 2.515
H3 -3.442 -0.555 1.969
H4 -0.983 2.233 2.349
H5 -2.583 1.857 3.024
H6 -2.797 3.137 0.866
H7 -3.454 1.485 0.686
H8 -2.634 2.831 -1.608
H9 -2.848 1.052 -1.603
H10 -0.300 2.603 -2.283
H11 -1.310 1.724 -3.447
H12 -0.158 -0.260 -4.002
H13 -1.527 -0.794 -2.970
H14 0.122 -1.366 -2.635
Br1 -4.619 -6.437 0.141
C7 -3.731 -4.775 -0.006
C8 -4.454 -3.629 -0.353
C9 -3.815 -2.417 -0.468
C10 -2.433 -2.285 -0.228
O4 -1.855 -1.120 -0.341
C11 -1.716 -3.452 0.124
C12 -0.291 -3.460 0.327
N1 0.486 -2.435 0.403
C13 1.884 -2.671 0.500
C14 2.462 -3.656 1.248
C15 3.864 -3.823 1.260
C16 4.668 -3.014 0.513
C17 4.100 -1.967 -0.254
C18 4.865 -1.089 -1.053
C19 4.248 -0.080 -1.735
C20 2.859 0.076 -1.593
N2 2.110 -0.731 -0.878
C21 2.708 -1.776 -0.232
C22 -2.383 -4.689 0.215
H15 -5.518 -3.702 -0.535
H16 -4.371 -1.529 -0.745
H17 0.161 -4.453 0.384
H18 1.845 -4.299 1.863
H19 4.294 -4.608 1.866
H20 5.741 -3.151 0.506
H21 5.939 -1.220 -1.105
H22 4.806 0.611 -2.351
H23 2.346 0.894 -2.087
H24 -1.818 -5.577 0.469
Cl1 -0.415 5.002 -0.675
C23 1.248 4.408 -0.775
Cl2 1.500 2.920 0.168
H25 1.904 5.163 -0.360
H26 1.484 4.208 -1.814
C24 3.073 3.105 3.548
Si1 3.511 1.372 3.002
C25 4.727 1.440 1.577
C26 4.287 0.452 4.425
Se1 1.639 0.229 2.436
H27 3.968 3.640 3.876
H28 2.373 3.065 4.384
H29 2.604 3.675 2.746
H30 5.629 1.990 1.857
H31 4.290 1.917 0.698
H32 5.019 0.426 1.300
H33 5.194 0.956 4.768
H34 4.546 -0.566 4.128
H35 3.590 0.388 5.263

Results
E_HOMO: -9.9886 eV
Charge: +1
Orbital gap: 0.2577 Eh
ΔE to the lowest compared entry with this formula, charge and spin: 0.4141 eV

=====

Entry 7:
# C3H6O2S2

An isolated molecule of C3H6O2S2 (the ωB97M-V functional and the def2-TZVPD basis, the Open Molecules 2025 dataset).

CARTESIAN COORDINATES (ANGSTROEM)
O1 1.634 -1.353 0.735
C1 1.652 -0.362 0.060
O2 2.583 -0.176 -0.911
C2 0.730 0.817 0.215
C3 -0.710 0.397 0.528
S1 -2.005 0.791 -0.612
S2 -3.293 -0.858 -0.179
H1 3.041 -1.011 -0.983
H2 1.149 1.207 1.150
H3 0.754 1.482 -0.641
H4 -0.955 0.658 1.559
H5 -0.736 -0.696 0.507
H6 -3.845 -0.896 -1.428

Results
E_HOMO: -8.5436 eV
Orbital gap: 0.3213 Eh
ΔE to the lowest compared entry with this formula, charge and spin: 0.6086 eV

=====

Entry 8:
# C2H4N2S3

A cluster of 2 separate species, C2H4N2S3 in total (the ωB97M-V functional and the def2-TZVPD basis, the Open Molecules 2025 dataset).

CARTESIAN COORDINATES (ANGSTROEM)
H1 -0.666 0.192 -0.632
N1 0.021 0.914 -0.649
N2 0.017 1.491 0.452
S1 1.156 2.351 1.125
S2 -1.623 1.366 1.474
H2 -2.394 1.204 0.507
C1 -0.118 -2.169 0.243
C2 0.779 -1.706 -0.381
S3 2.147 -1.253 -1.235
H3 -0.973 -2.156 0.844
H4 1.654 -0.233 -1.746

Results
E_HOMO: -9.1328 eV
Orbital gap: 0.3050 Eh
ΔE to the lowest compared entry with this formula, charge and spin: 5.4650 eV

=====

Entry 9:
# C25H31N5O2

An isolated molecule of C25H31N5O2 (the ωB97M-V functional and the def2-TZVPD basis, the Open Molecules 2025 dataset).

CARTESIAN COORDINATES (ANGSTROEM)
C1 -0.952 -4.486 -2.406
C2 0.280 -4.458 -1.503
N1 0.280 -3.298 -0.657
C3 0.654 -2.043 -0.975
C4 0.401 -1.252 0.127
C5 0.687 0.221 0.265
C6 0.101 0.981 -0.911
C7 -1.341 1.301 -0.880
O1 -1.861 2.169 -1.563
N2 -2.047 0.530 0.004
C8 -3.378 0.606 0.374
C9 -4.278 1.551 -0.118
C10 -5.583 1.528 0.346
C11 -6.595 2.517 -0.140
C12 -5.931 0.556 1.283
C13 -4.963 -0.334 1.708
N3 -3.716 -0.317 1.271
C14 0.886 1.312 -1.957
C15 0.451 1.958 -3.232
N4 2.248 1.050 -1.916
C16 2.897 0.760 -0.746
C17 2.187 0.415 0.348
C18 2.820 0.197 1.636
O2 2.189 0.004 2.660
C19 4.338 0.205 1.635
C20 4.940 1.199 0.639
C21 4.554 2.628 1.027
C22 6.464 1.071 0.632
C23 4.390 0.865 -0.755
C24 -0.142 -2.142 1.084
C25 -0.598 -1.832 2.464
N5 -0.205 -3.363 0.582
H1 -0.969 -3.614 -3.056
H2 -0.944 -5.382 -3.022
H3 -1.854 -4.484 -1.799
H4 0.282 -5.331 -0.847
H5 1.193 -4.458 -2.107
H6 1.070 -1.802 -1.933
H7 0.258 0.576 1.209
H8 -1.571 -0.239 0.458
H9 -3.950 2.277 -0.843
H10 -7.447 2.000 -0.580
H11 -6.963 3.116 0.692
H12 -6.162 3.180 -0.884
H13 -6.937 0.501 1.671
H14 -5.187 -1.104 2.435
H15 0.859 2.966 -3.295
H16 0.815 1.384 -4.084
H17 -0.630 2.031 -3.273
H18 2.797 1.355 -2.706
H19 4.659 -0.810 1.378
H20 4.683 0.413 2.649
H21 4.920 2.858 2.024
H22 3.474 2.753 1.025
H23 4.988 3.344 0.331
H24 6.867 1.305 1.614
H25 6.768 0.059 0.371
H26 6.903 1.758 -0.089
H27 4.805 -0.094 -1.083
H28 4.709 1.626 -1.474
H29 -1.564 -1.325 2.447
H30 -0.707 -2.758 3.020
H31 0.132 -1.194 2.959

Results
E_HOMO: -8.1129 eV
Orbital gap: 0.3139 Eh
ΔE to the lowest compared entry with this formula, charge and spin: 0.2191 eV

=====

Entry 10:
# C5H7I

An isolated molecule of C5H7I (the ωB97M-V functional and the def2-TZVPD basis, the Open Molecules 2025 dataset).

CARTESIAN COORDINATES (ANGSTROEM)
I1 0.359 -3.054 1.012
C1 -0.152 -1.291 -0.127
C2 0.873 -0.370 -0.802
C3 0.586 0.822 0.137
C4 -0.840 1.291 -0.018
C5 -0.561 0.151 0.938
H1 -1.009 -1.609 -0.836
H2 0.528 -0.273 -1.814
H3 1.999 -0.732 -0.616
H4 1.405 1.404 0.495
H5 -1.087 2.206 0.503
H6 -1.347 1.365 -0.914
H7 -0.753 0.091 2.043

Results
E_HOMO: -9.0761 eV
Orbital gap: 0.3542 Eh
ΔE to the lowest compared entry with this formula, charge and spin: 1.5343 eV

=====

| no. | maximum force (eV/A) | E (Ha) |
| --- | --- | --- |
| 1 | 4.2 | -1563.59947 |
| 2 | 4.9 | -719.53621 |
| 3 | 0.6 | -356.64323 |
| 4 | 4.2 | -2748.34843 |
| 5 | 3.7 | -6638.22098 |
| 6 | 0.3 | -7645.90184 |
| 7 | 2.1 | -1064.76327 |
| 8 | 3.9 | -1382.47126 |
| 9 | 0.8 | -1395.57025 |
| 10 | 3.7 | -492.29200 |